# 1
The following is a DFT calculation (the ωB97M-V functional and the def2-TZVPD basis) of a molecular structure, C31H38BNOSb2SiV in a non-equilibrium geometry.

Each line ends with the Mulliken charge.
Cartesian coordinates (Å):
V  0.595  0.444  0.474  0.52
C  -0.628  -3.906  0.461  -1.19
Sb  0.592  -2.260  1.020  0.96
C  -0.379  -1.892  2.898  -1.33
C  2.242  -3.324  1.946  -1.39
C  3.357  -3.551  0.965  0.67
C  3.350  -4.703  0.175  -0.71
C  4.313  -4.930  -0.795  -0.68
C  5.316  -3.992  -0.996  -0.69
C  5.342  -2.849  -0.214  -0.64
C  4.381  -2.607  0.769  0.81
C  4.497  -1.351  1.590  -1.62
Sb  3.243  0.261  0.910  0.62
C  4.225  0.536  -0.958  -1.35
C  4.167  1.856  1.966  -1.15
H  -0.732  -4.564  1.322  0.41
H  -0.188  -4.446  -0.376  0.39
H  -1.601  -3.513  0.165  0.26
H  -0.220  -2.735  3.571  0.50
H  -1.442  -1.750  2.709  0.23
H  0.010  -0.984  3.357  0.35
H  1.827  -4.263  2.314  0.72
H  2.535  -2.720  2.803  0.44
H  2.564  -5.435  0.334  0.42
H  4.284  -5.838  -1.385  0.40
H  6.075  -4.151  -1.751  0.40
H  6.132  -2.120  -0.362  0.36
H  5.502  -0.938  1.505  0.66
H  4.286  -1.507  2.648  0.62
H  5.278  0.757  -0.783  0.40
H  3.755  1.366  -1.482  0.42
H  4.133  -0.372  -1.553  0.39
H  5.241  1.847  1.786  0.36
H  3.971  1.766  3.033  0.37
H  3.739  2.790  1.602  0.31
B  1.574  4.907  -0.132  0.35
C  1.232  3.397  0.068  -0.27
N  1.025  2.265  0.234  -0.62
H  2.760  4.917  -0.426  -0.13
H  0.881  5.336  -1.033  -0.12
H  1.367  5.463  0.929  -0.14
O  -1.210  -0.200  0.423  0.55
Si  -2.406  0.619  -0.334  -0.75
C  -3.090  1.991  0.731  0.40
C  -2.290  2.671  1.656  -0.09
C  -2.778  3.746  2.384  -0.83
C  -4.090  4.163  2.204  -0.40
C  -4.911  3.496  1.305  -0.77
C  -4.414  2.420  0.578  -0.15
C  -3.809  -0.511  -0.804  0.19
C  -4.531  -0.324  -1.989  -0.13
C  -5.604  -1.149  -2.312  -0.73
C  -5.967  -2.181  -1.457  -0.44
C  -5.258  -2.389  -0.279  -0.75
C  -4.192  -1.558  0.042  -0.20
C  -1.614  1.385  -1.843  0.40
C  -0.447  0.812  -2.359  -0.23
C  0.253  1.402  -3.403  -0.79
C  -0.218  2.582  -3.962  -0.47
C  -1.385  3.161  -3.477  -0.73
C  -2.072  2.571  -2.425  -0.12
H  -1.264  2.365  1.815  0.30
H  -2.134  4.265  3.083  0.40
H  -4.472  5.007  2.766  0.37
H  -5.938  3.812  1.172  0.40
H  -5.070  1.900  -0.114  0.35
H  -4.246  0.469  -2.675  0.32
H  -6.152  -0.991  -3.233  0.41
H  -6.800  -2.826  -1.707  0.37
H  -5.539  -3.195  0.387  0.40
H  -3.649  -1.724  0.969  0.41
H  -0.088  -0.134  -1.959  0.42
H  1.160  0.945  -3.782  0.45
H  0.328  3.054  -4.769  0.39
H  -1.748  4.085  -3.910  0.39
H  -2.958  3.058  -2.030  0.39

Properties
**Energy**: -3072.9310 Ha
**Energy above the lowest of the compared OMol25 structures with the same formula, charge and spin**: 0.918 eV
**E_LUMO (spin up / spin down)**: -0.10 / -0.24 eV
**Spin multiplicity**: 4

***

# 2
The following is a DFT calculation (the ωB97M-V functional and the def2-TZVPD basis) of 5 unconnected molecules or ions with the total composition H10O5 in a non-equilibrium geometry.

Each line ends with the Mulliken charge.
Cartesian coordinates (Å):
O  8.600  -11.204  -13.604  -0.64
H  9.097  -10.419  -13.790  0.27
H  9.190  -11.779  -13.137  0.42
O  8.837  -14.505  -10.467  -0.66
H  8.367  -15.304  -10.201  0.31
H  8.876  -13.995  -9.635  0.32
O  13.830  -10.734  -10.538  -0.65
H  13.174  -10.522  -11.194  0.41
H  14.285  -11.468  -10.899  0.33
O  10.420  -12.745  -12.213  -0.69
H  11.020  -12.036  -12.043  0.36
H  10.200  -13.249  -11.441  0.32
O  11.860  -9.931  -12.069  -0.73
H  11.701  -9.374  -11.320  0.33
H  12.143  -9.331  -12.794  0.32

Properties
**Energy**: -382.1834 Ha
**Energy above the lowest of the compared OMol25 structures with the same formula, charge and spin**: 1.110 eV
**E_LUMO**: 0.25 eV

***

Question: Look up the energy of the first one.
Answer: -3072.9310 Ha

***

Question: What is the formula in the first record?
Answer: C31H38BNOSb2SiV

***

Question: energy above the lowest of the compared OMol25 structures with the same formula, charge and spin of number 2 (H10O5)?
Answer: 1.110 eV